(1)
112
Properties=species:S:1:pos:R:3:forces:R:3:lowdin_charge:R:1 method="wB97M-V/def2-TZVPD" total_charge=0 energy_ha=-3710.7602 lumo_energy_ha=0.0048 smiles="O=P(O)(O)CN(CCC(F)(F)C(F)(F)S(F)(F)(F)(F)F)S(=O)(=O)F.CCCCCC.CCCCCC.CCCCCC.CCCCCC" max_force_ev_per_a=1.2 gap_ha=0.4004 e_homo_ha=-0.39556
S 8.739 -1.629 -1.808 -0.85 -0.40 -0.05 0.604
S 3.614 -2.099 0.658 -0.06 -0.60 -0.70 0.770
P 8.369 -3.953 1.397 -0.82 0.00 -0.06 0.425
F 2.632 -3.235 1.157 0.21 0.14 -0.02 -0.113
F 10.217 -1.102 -1.671 0.15 0.12 -0.09 -0.135
F 4.471 -3.176 -0.111 -0.06 -0.03 0.12 -0.128
F 4.845 0.260 2.215 0.00 0.02 0.02 0.114
F 5.468 -1.103 -0.944 0.87 -0.50 -0.72 0.168
F 2.730 -1.040 1.423 -0.14 0.04 0.24 -0.137
F 3.873 0.216 -0.477 -0.48 0.51 -0.13 0.132
F 4.508 -2.339 1.946 -0.05 0.17 0.14 -0.129
F 2.706 -1.934 -0.643 -0.02 0.02 0.15 -0.132
F 5.829 1.287 0.567 -0.03 -0.13 0.04 0.111
O 6.945 -4.078 1.066 0.25 0.10 0.02 -0.252
O 7.996 -0.602 -2.437 0.18 0.04 0.01 -0.219
O 8.840 -2.934 -2.355 0.24 0.17 0.17 -0.225
O 8.646 -3.622 2.931 0.03 -0.12 0.00 -0.111
O 9.238 -5.263 1.143 0.22 0.22 -0.12 -0.105
N 8.295 -1.746 -0.233 0.96 0.67 -0.09 -0.241
C -11.042 1.706 -5.117 -0.04 -0.07 0.05 -0.113
C -3.734 -1.805 -2.367 0.04 -0.06 -0.02 -0.226
C -0.012 -1.006 3.508 0.05 -0.10 -0.06 -0.265
C 2.747 3.383 1.888 -0.08 -0.05 0.04 -0.263
C 5.581 0.050 1.101 0.40 0.11 -0.07 -0.447
C -4.019 0.432 -3.565 0.04 -0.07 -0.08 -0.105
C 2.031 4.690 2.224 0.04 0.03 0.01 -0.228
C -10.782 1.311 -3.666 -0.01 0.08 -0.04 -0.271
C -3.728 -1.060 -3.701 -0.09 0.04 0.03 -0.265
C -1.236 -1.406 -1.857 0.06 -0.11 0.04 -0.264
C 9.232 -2.606 0.518 -0.12 -0.52 -0.09 -0.208
C -0.773 -2.822 -2.186 0.04 0.08 -0.04 -0.104
C 1.846 2.347 1.221 0.06 0.04 0.03 -0.095
C -2.264 0.141 6.266 -0.02 0.04 -0.08 -0.113
C 1.472 5.444 1.016 -0.03 -0.03 -0.01 -0.230
C -2.716 -0.505 4.960 -0.02 -0.02 0.09 -0.271
C -8.259 0.880 -3.957 0.01 0.04 -0.06 -0.229
C 3.606 6.730 0.456 0.01 -0.06 -0.07 -0.113
C -0.470 -1.394 2.105 0.03 0.13 0.08 -0.108
C -0.581 -1.903 4.605 0.00 0.03 0.05 -0.225
C 4.712 -0.675 0.033 -0.53 0.19 0.82 -0.462
C -2.107 -1.886 4.720 -0.01 -0.02 -0.04 -0.230
C 8.032 -0.438 0.422 -0.27 -0.32 0.21 -0.150
C -8.366 -0.643 -3.942 0.07 -0.01 0.08 -0.265
C -2.679 -1.336 -1.364 -0.03 0.09 0.05 -0.229
C 2.505 5.802 -0.051 0.00 0.09 0.02 -0.271
C -8.268 -1.244 -2.543 -0.04 -0.03 -0.07 -0.106
C -9.362 1.618 -3.196 0.00 -0.04 0.06 -0.228
C 6.917 -0.568 1.474 0.30 0.02 0.14 -0.034
H -2.512 -0.493 7.119 0.03 -0.01 0.01 0.074
H 1.989 6.287 -0.882 0.00 -0.02 -0.02 0.103
H 3.612 3.579 1.248 0.01 0.01 0.01 0.097
H -0.870 -3.474 -1.315 -0.02 -0.02 -0.01 0.075
H 8.945 -0.110 0.926 0.02 0.01 -0.09 0.128
H -2.483 0.159 4.123 0.00 -0.02 -0.02 0.097
H -11.483 1.849 -3.023 -0.01 -0.02 0.01 0.103
H -4.484 -1.510 -4.350 0.02 -0.01 -0.02 0.100
H -7.559 -1.050 -4.558 -0.02 -0.01 -0.02 0.100
H -8.308 -2.334 -2.584 0.01 0.00 0.02 0.070
H -1.187 0.318 6.278 0.01 -0.01 0.01 0.064
H -4.989 0.591 -3.087 0.01 0.02 0.03 0.057
H -0.271 0.039 3.702 0.00 0.00 0.02 0.098
H 2.718 5.339 2.774 -0.01 0.01 -0.01 0.100
H -9.183 2.694 -3.285 -0.01 0.00 -0.01 0.109
H -9.299 -0.962 -4.415 0.00 0.01 -0.01 0.098
H 1.467 2.699 0.260 -0.01 0.00 0.00 0.073
H -4.045 0.910 -4.545 -0.02 0.03 0.02 0.072
H 3.183 7.658 0.845 0.00 0.00 0.03 0.074
H 9.147 -5.546 0.219 0.00 -0.16 0.17 0.100
H -9.085 -0.911 -1.902 0.01 0.01 0.01 0.066
H 0.990 2.109 1.857 -0.02 0.02 -0.01 0.075
H 4.191 6.266 1.251 0.00 0.01 0.01 0.064
H 0.676 4.854 0.553 0.00 -0.01 0.01 0.100
H 4.296 6.990 -0.349 0.01 0.02 0.01 0.068
H 1.206 4.477 2.912 0.00 -0.02 0.00 0.109
H -0.259 -2.934 4.423 0.01 0.00 -0.02 0.110
H -2.898 -0.309 -1.060 -0.01 -0.01 0.00 0.103
H -4.722 -1.700 -1.906 -0.01 0.01 -0.01 0.100
H 3.145 2.960 2.814 0.03 0.00 -0.01 0.105
H 7.222 -0.017 2.368 -0.09 0.02 -0.04 0.142
H -0.005 -0.746 1.361 -0.03 -0.03 -0.04 0.055
H 6.813 -1.611 1.771 -0.25 0.03 -0.07 0.101
H -10.405 1.150 -5.807 0.01 0.01 -0.01 0.064
H 2.954 4.893 -0.461 -0.02 -0.02 0.00 0.097
H -11.002 0.248 -3.532 0.01 -0.01 0.02 0.098
H -0.191 -2.425 1.876 -0.02 -0.01 -0.01 0.078
H -1.099 -0.764 -2.732 -0.03 0.02 0.01 0.100
H -0.586 -0.998 -1.078 0.00 0.03 -0.02 0.088
H -12.077 1.505 -5.395 0.00 0.01 -0.02 0.068
H 0.995 6.363 1.371 0.01 0.01 -0.01 0.108
H -3.260 0.941 -2.970 -0.01 0.00 0.01 0.067
H -9.285 1.391 -2.129 0.01 -0.01 0.00 0.101
H -7.293 1.169 -3.532 0.00 0.00 0.00 0.094
H -3.607 -2.875 -2.558 0.01 0.00 0.01 0.103
H -1.552 -1.300 2.000 0.00 -0.02 -0.04 0.064
H -10.856 2.771 -5.269 0.03 0.00 -0.02 0.074
H -2.400 -2.550 5.539 -0.01 0.01 0.01 0.109
H -1.352 -3.258 -3.002 -0.01 -0.02 0.01 0.065
H -0.139 -1.617 5.563 -0.01 0.00 0.01 0.101
H 1.079 -1.060 3.552 0.00 0.04 0.00 0.095
H -7.327 -0.962 -2.065 -0.01 0.02 0.02 0.063
H -2.770 -1.202 -4.208 0.01 -0.02 0.01 0.098
H -2.771 -1.942 -0.457 0.02 0.00 0.00 0.104
H 7.790 0.296 -0.338 -0.09 -0.01 0.01 0.114
H -8.243 1.223 -4.995 0.00 0.01 0.00 0.103
H 0.275 -2.827 -2.490 0.01 -0.02 0.01 0.065
H 9.847 -2.046 1.226 -0.09 0.16 -0.06 0.114
H -2.547 -2.315 3.816 0.02 0.00 0.00 0.100
H -3.804 -0.606 4.973 0.00 0.01 -0.02 0.103
H 9.920 -3.088 -0.179 -0.02 0.00 0.06 0.091
H -2.754 1.105 6.412 0.00 0.00 0.02 0.068
H 2.395 1.426 1.041 -0.05 -0.02 0.00 0.036
H 7.867 -3.866 3.453 0.15 -0.01 0.03 0.099

---

(2)
117
Properties=species:S:1:pos:R:3:forces:R:3:lowdin_charge:R:1 method="wB97M-V/def2-TZVPD" total_charge=+1 e_above_lowest_kcal_mol=84.4 energy_ha=-4649.3022 lumo_energy_ha=-0.1171 max_force_ev_per_a=11.6 gap_ha=0.2320 e_homo_ha=-0.34910
I 0.173 -4.040 1.922 -0.06 -0.09 -0.35 -0.210
S -3.978 1.148 -1.912 -5.01 3.87 -0.69 0.681
S 5.810 1.369 0.127 1.66 -1.48 -1.42 0.622
S -3.780 1.222 3.764 2.89 -1.31 0.50 0.650
S 3.588 -0.062 4.640 1.23 -1.91 3.11 0.646
S 2.026 1.207 -3.942 -1.37 -3.65 -1.76 0.650
O 3.646 0.936 5.664 0.04 1.20 -0.05 -0.299
O 6.712 0.932 1.116 1.09 -1.13 1.94 -0.287
O -3.441 1.984 2.607 0.35 0.32 -2.15 -0.347
O 4.900 0.439 -0.487 -0.60 0.24 0.15 -0.300
O 2.798 -4.485 -3.071 4.99 1.95 -2.19 0.240
O -4.654 0.990 -3.149 -0.37 -0.37 -1.97 -0.282
O 1.716 0.392 -5.132 0.66 0.80 0.81 -0.350
O -0.539 -1.864 -2.113 0.70 -2.87 0.84 -0.293
O 3.586 0.174 3.273 -0.33 1.71 -4.37 -0.288
O -2.910 0.343 -1.622 4.74 -3.80 1.49 -0.266
O -2.964 0.028 4.113 -1.91 1.73 -0.69 -0.332
O 0.322 0.799 1.109 0.84 1.93 0.43 0.191
O 2.876 0.624 -2.953 0.62 0.13 0.62 -0.296
O -4.758 -2.912 -2.159 3.99 -1.76 -1.02 0.134
N -2.435 -3.765 -1.970 -3.41 -0.88 -2.36 0.074
N 0.648 -3.549 -3.614 -0.60 -6.62 -1.86 0.039
N 0.745 -1.245 0.056 -1.20 1.91 1.27 0.014
C 4.136 -2.572 5.081 4.13 0.22 5.09 -0.212
C 0.659 2.971 -2.803 -3.86 0.06 0.03 -0.291
C -4.150 3.310 -0.559 -1.81 2.75 7.25 -0.303
C 1.199 3.625 -3.964 2.70 4.87 -0.15 -0.212
C -5.285 1.128 -0.619 0.42 8.65 -6.48 -0.104
C -0.143 -0.189 0.718 -1.80 -3.22 -0.16 -0.360
C 0.438 1.619 -3.261 1.30 -2.86 1.20 -0.245
C 2.265 -1.128 5.074 2.79 4.83 5.16 -0.272
C 1.247 -5.551 -1.914 -3.47 -5.55 -5.62 0.019
C -3.376 -2.225 -3.921 8.25 0.21 6.02 0.047
C -3.607 2.871 -1.701 8.56 -4.12 1.33 -0.268
C -1.617 -0.690 0.951 -0.62 0.59 2.32 -0.012
C 1.690 -4.522 -2.844 -2.95 -1.00 0.02 -0.385
C 2.179 -1.157 0.186 0.60 2.26 0.00 -0.029
C -4.988 2.168 5.869 -0.48 -1.36 -1.64 -0.179
C 2.809 -2.326 5.592 -2.14 -2.95 5.86 -0.272
C 2.485 2.802 -4.393 1.37 2.30 -2.24 -0.220
C 1.114 -2.708 -4.641 3.79 -0.68 -3.76 -0.055
C -2.862 -4.356 -0.641 0.70 -2.26 0.41 -0.030
C -6.046 1.854 4.786 -4.17 -0.24 -0.92 -0.282
C -5.454 2.609 -0.338 -1.91 3.09 3.16 -0.180
C 6.828 2.082 -1.142 2.04 -2.13 -0.74 -0.267
C 5.618 3.897 -0.228 -0.88 1.60 -2.62 -0.217
C -5.515 0.936 3.755 -0.21 -2.91 -0.83 -0.311
C 6.162 3.249 -1.521 -0.71 6.33 -0.16 -0.301
C -3.656 -3.066 -2.696 -3.42 2.57 1.65 -0.283
C 5.045 2.814 0.632 -1.49 1.40 2.96 -0.245
C -3.645 2.394 5.087 -5.03 3.14 -3.02 -0.195
C 4.900 -1.215 4.987 -3.99 -3.82 -6.31 -0.158
H -1.935 -1.098 2.049 1.59 0.62 -2.64 0.135
H 1.719 -3.305 -5.479 -1.66 1.07 1.68 0.161
H 4.713 -3.320 5.800 -1.05 1.51 -1.48 0.167
H 6.695 4.155 -2.074 -0.68 -2.45 0.68 0.178
H 2.101 -3.171 5.294 0.95 0.81 1.02 0.140
H -2.255 0.168 0.894 0.18 1.42 0.48 0.028
H 1.966 -6.468 -1.840 -1.26 2.03 -0.48 0.156
H -4.199 4.418 -0.409 -0.26 -0.77 -0.62 0.165
H -0.274 1.454 -4.016 -0.92 0.50 -1.32 0.103
H -3.985 3.287 -2.405 -5.28 4.58 -9.07 0.014
H 2.519 2.810 -5.527 0.07 -0.20 1.29 0.122
H 6.494 4.322 0.208 0.54 0.26 0.91 0.104
H -0.346 3.236 -2.478 0.13 1.22 0.12 0.123
H 3.607 3.117 -4.085 -3.01 -0.59 -0.04 0.163
H 3.992 2.438 0.569 0.36 1.43 0.04 0.121
H -5.595 -0.096 4.251 0.10 0.99 -1.48 0.128
H -2.876 2.112 5.614 4.45 -1.09 2.84 0.025
H -2.182 -4.370 -2.806 -0.16 -0.24 1.93 0.171
H -6.453 2.758 4.176 0.61 -1.08 1.72 0.141
H 2.679 -0.316 -0.279 -0.75 0.20 -1.62 0.067
H 2.614 -2.027 -0.170 0.89 -1.72 -0.26 0.078
H -6.298 3.319 -0.708 0.94 -2.28 -0.53 0.162
H 1.667 -1.269 4.375 -5.16 -1.10 -6.82 0.017
H 5.008 4.799 -0.546 0.11 -1.25 0.85 0.138
H 4.090 -3.047 4.211 0.03 -1.70 -4.04 0.066
H -3.785 -2.374 -4.735 -4.63 -2.75 -7.70 -0.003
H -6.135 0.861 -0.960 -5.42 -3.28 -2.34 0.056
H -2.205 -2.163 -4.245 -2.56 -0.17 1.17 0.144
H -5.307 3.113 6.182 -0.29 1.03 1.83 0.084
H -3.507 3.536 4.542 -0.56 -3.45 1.83 0.201
H 1.311 3.091 -2.052 2.19 -0.20 3.29 0.095
H -5.050 1.270 6.568 0.75 1.67 -0.42 0.153
H -5.639 2.801 0.765 0.05 -0.78 -0.87 0.120
H 1.056 -5.215 -1.036 -1.10 2.43 6.14 -0.066
H -2.169 -1.174 0.172 0.82 -1.47 -0.64 0.029
H 0.382 -2.056 -5.113 -0.11 -0.14 0.42 0.098
H -0.232 -4.122 -3.852 1.90 0.99 0.29 0.186
H 5.400 2.847 -2.069 -2.75 0.15 -2.07 0.064
H 0.162 0.881 -2.511 0.43 -0.09 0.38 0.102
H -4.772 0.695 -0.023 5.09 -5.73 8.73 -0.012
H -3.229 -3.612 -0.001 0.10 1.79 0.54 0.060
H 5.335 3.145 1.713 -0.84 -1.48 -1.68 0.160
H 0.322 -2.065 0.457 0.40 -1.76 1.58 -0.102
H 6.804 1.497 -2.090 1.13 -0.60 1.31 0.143
H -1.673 -3.033 -2.003 1.02 1.32 0.85 0.069
H -7.002 1.117 5.091 2.05 2.93 0.13 0.177
H 2.846 -2.166 6.898 -0.11 -0.96 -3.79 0.208
H 1.578 4.740 -3.657 -1.09 -2.49 -1.10 0.176
H -3.539 3.032 0.292 0.43 -0.22 0.39 0.111
H 1.911 -2.153 -4.170 0.04 0.80 -0.12 0.090
H 2.545 -0.796 1.115 -0.36 -0.96 1.90 0.073
H 5.340 -0.862 5.734 3.63 2.34 6.88 0.014
H 0.083 -5.987 -2.271 3.30 1.01 0.92 0.167
H 0.386 -2.930 -2.961 -2.39 3.70 4.33 -0.006
H 0.353 -1.463 -0.858 -0.30 0.54 -2.03 0.053
H -6.031 1.022 2.699 1.38 -0.39 2.15 0.148
H 5.603 -1.315 4.186 0.28 0.48 -0.71 0.110
H 7.738 2.403 -0.665 0.96 -1.01 0.00 0.119
H 1.783 -0.441 5.778 -0.38 -0.66 0.22 0.123
H -3.694 -1.254 -3.720 -0.29 1.84 1.00 0.051
H -0.961 -1.133 -2.470 -1.27 2.30 -0.99 -0.061
H -2.582 3.322 -1.813 -0.07 -1.65 0.15 0.152
H -1.995 -4.839 -0.114 -0.61 0.59 -0.73 0.023
H -3.752 -5.049 -0.576 1.11 0.39 -1.41 0.122
H 0.359 3.690 -4.646 0.67 0.12 -1.10 0.123